# C27H46B2CaCs2F6IN3O14P

A structure of composition C27H46B2CaCs2F6IN3O14P in a non-equilibrium geometry (wB97M-V/def2-TZVPD, the Open Molecules 2025 dataset).

M, g/mol: 1236.05
Lowest unoccupied orbital energy, eV: -5.9
E_HOMO, eV: -7.821
Electronic energy, a.u.: -4278.72378
Total charge: +1

Cartesian coordinates (Å):
C: -5.875 -1.956 -3.647
C: -4.842 -1.395 -4.779
O: -3.684 -0.737 -4.215
C: -2.555 -1.660 -4.105
C: -1.200 -0.893 -3.764
C: -1.017 -0.257 -2.322
C: -2.122 -0.364 -1.165
C: -2.513 1.021 -0.443
C: -2.626 0.683 1.148
I: -2.210 2.401 2.443
C: 0.344 0.454 -2.085
C: 1.565 0.630 -3.126
C: 1.346 -0.005 -4.510
O: 2.429 0.095 -5.460
N: 2.188 1.044 -6.416
O: 1.673 2.024 -5.974
C: -0.013 -0.765 -4.818
B: -0.087 -1.437 -6.329
O: -1.071 -1.021 -7.316
C: 1.025 -2.621 -6.603
C: 1.110 -3.529 -5.241
C: 2.815 1.453 -2.472
O: 3.790 2.025 -3.123
N: 2.470 1.390 -1.000
C: 3.402 0.304 -0.511
C: 2.710 -1.120 -0.274
O: 2.482 -1.592 0.852
F: 2.269 -1.904 -1.409
C: 0.991 1.196 -0.788
O: 0.496 1.593 0.358
H: -5.336 -2.568 -2.841
H: -6.528 -1.111 -3.214
H: -6.600 -2.688 -4.175
H: -4.605 -2.293 -5.449
H: -5.445 -0.645 -5.422
H: -2.824 -2.369 -3.225
H: -2.497 -2.324 -5.034
H: -3.090 -0.760 -1.661
H: -1.806 -1.189 -0.412
H: -1.827 1.900 -0.677
H: -3.580 1.310 -0.783
H: -3.725 0.375 1.329
H: -1.972 -0.212 1.468
H: -0.539 -0.516 -7.978
H: 2.091 -2.187 -6.728
H: 0.727 -3.276 -7.491
H: 1.591 -2.966 -4.370
H: 0.052 -3.821 -4.919
H: 1.704 -4.493 -5.395
H: 3.968 0.602 0.457
H: 4.187 0.151 -1.349
C: -5.513 -0.054 7.669
O: -4.691 -1.206 7.794
C: -5.411 -2.436 7.658
C: -5.064 -3.124 6.337
N: -5.622 -2.399 5.194
C: -5.094 -2.831 3.898
C: -3.584 -2.686 3.656
O: -3.132 -1.330 3.561
C: -2.910 -0.694 4.811
H: -4.930 0.813 7.988
H: -5.813 0.105 6.629
H: -6.399 -0.126 8.307
H: -6.490 -2.299 7.773
H: -5.075 -3.080 8.477
H: -5.464 -4.142 6.344
H: -3.972 -3.186 6.277
H: -5.424 -1.411 5.300
H: -5.613 -2.236 3.139
H: -5.384 -3.874 3.731
H: -3.371 -3.133 2.680
H: -2.981 -3.248 4.377
H: -2.546 -1.383 5.576
H: -3.817 -0.189 5.142
H: -2.153 0.080 4.653
Cs: 1.428 2.989 -1.939
O: 4.404 -0.403 -7.851
H: 4.125 -0.342 -6.940
Ca: -0.161 0.487 3.027
C: 7.929 7.811 2.448
O: 7.362 7.727 1.147
P: 6.477 6.310 0.727
O: 5.828 6.218 2.108
O: 7.886 5.459 0.666
C: 8.878 5.891 -0.262
O: 5.590 4.944 0.176
C: 5.787 3.695 0.827
H: 8.715 8.565 2.424
H: 7.167 8.128 3.164
H: 8.362 6.859 2.757
H: 9.694 6.364 0.288
H: 8.474 6.604 -0.985
H: 9.269 5.024 -0.795
H: 5.659 3.776 1.907
H: 6.776 3.295 0.595
H: 5.045 2.997 0.440
B: 0.578 -4.127 1.484
F: 0.199 -3.240 0.432
F: 0.533 -3.414 2.752
F: -0.332 -5.237 1.529
F: 1.910 -4.607 1.255
F: 4.515 0.317 2.175
Cs: 1.120 -3.999 4.434